Here is 2 unconnected molecules or ions with the total composition C2H3N3O2 at a distorted geometry from the OMol25 dataset. Energies are from the ωB97M-V functional and the def2-TZVPD basis.

Last column: Löwdin charge in e.
Positions of all 10 atoms, in Å:
C: -0.61839 1.41574 0.13237  -0.19
C: 0.05938 0.18722 -0.26244  -0.36
N: -1.10845 2.38725 0.41118  0.19
N: 1.35648 0.12756 0.20547  0.08
N: -0.78039 -1.00349 -0.01733  -0.41
O: -1.87269 -1.18192 -0.49673  0.10
O: -0.24926 -1.68494 0.80571  0.09
H: -0.00580 0.25920 -1.80654  0.29
H: 1.26309 0.06169 1.21322  0.11
H: 1.95603 -0.56831 -0.18491  0.10

**HOMO**: -11.1 eV
**Total energy**: -392.5752 Ha
**Orbital gap**: 0.3799 Eh